1.
Density functional theory data (the ωB97M-V functional and the def2-TZVPD basis) for a molecular structure, C8H5Cl2HoNO3SY.

## Properties
Total charge: +4
LUMO energy (alpha / beta), eV: -16.54 / -16.44
Multiplicity: 5
ΔE to the lowest compared entry with this formula, charge and spin, kJ/mol: 7.2

XYZ file:
```
22
Properties=species:S:1:pos:R:3:forces:R:3
Ho -1.4963 -1.0423 -4.9596 -4.71 -1.48 3.11
Y 0.2647 0.2256 -0.3938 -1.74 -1.28 0.26
Cl -1.4624 -2.8489 -3.3078 0.41 1.56 -1.08
Cl -0.9402 2.2018 -1.2851 0.40 -1.19 0.02
C 1.7269 1.9079 0.3435 4.45 5.76 -1.74
C -0.1043 -1.7833 -6.5004 8.44 -4.34 -3.58
C -0.0200 0.6277 -5.6684 6.50 6.56 -2.01
O 2.4214 2.7991 0.0803 -3.22 -4.18 1.74
O 0.9501 -2.2138 -6.7555 -5.97 2.40 1.02
O 0.8098 1.3970 -5.9668 -5.00 -4.54 1.64
S -0.5558 -2.2205 0.7376 -0.09 0.61 -0.87
C -0.3240 -1.1068 2.0007 -0.20 0.30 0.44
N -1.3094 -0.8508 2.9521 0.64 0.78 -1.09
C -1.2067 0.2283 3.7896 -0.18 -1.93 -0.63
C -0.0468 0.9423 3.8494 1.03 0.79 0.38
C 1.0008 0.6858 2.9756 0.11 -0.01 -0.25
C 0.8522 -0.2997 2.0029 -0.10 -0.85 -0.51
H -2.1985 -1.3848 2.8666 0.77 0.39 0.30
H -2.0675 0.4041 4.3960 -0.36 0.19 0.51
H 0.0852 1.6923 4.6153 -0.20 0.18 -0.01
H 1.9312 1.2454 2.9662 -0.09 0.12 0.53
H 1.6898 -0.6063 1.2617 -0.88 0.16 1.83
```
Forces are in eV/Å.

Mulliken population analysis, charges in e, atoms 1 to 5: number 1, Ho, carries 1.833; number 2, Y, carries 1.268; number 3, Cl, carries -0.254; number 4, Cl, carries -0.368; number 5, C, carries 0.278

2.
Density functional theory data (the ωB97M-V functional and the def2-TZVPD basis) for a molecular structure, C8H5N2O5Rh.

## Properties
Total charge: +2
LUMO energy (alpha / beta), eV: -8.42 / -12.97
Multiplicity: 5
ΔE to the lowest compared entry with this formula, charge and spin, kJ/mol: 161.8

XYZ file:
```
21
Properties=species:S:1:pos:R:3:forces:R:3
O 0.2063 5.1830 0.3395 -0.34 -3.26 0.51
C 0.0834 4.0594 0.5293 0.31 3.20 -0.47
Rh 0.0120 -0.4307 -0.2079 0.43 2.85 -5.04
C -0.0807 -2.2679 -0.1895 -0.58 -8.65 3.24
O -0.1797 -3.4195 -0.0570 0.34 3.98 -1.43
C -0.2037 -2.0802 -3.5742 0.03 0.83 -0.56
O -0.1979 -1.3477 -4.4327 -0.01 -0.74 0.68
C 1.9137 -0.2337 -0.1265 5.76 0.45 -0.56
O 3.0275 -0.0978 0.1527 -3.34 -0.42 -0.35
C -1.8607 -0.1410 -0.1721 -5.00 0.40 -0.62
O -2.9547 0.0040 0.1532 2.40 -0.25 -0.28
H 0.0856 1.1277 0.2519 0.11 1.57 1.48
N -0.3220 0.6297 3.8386 0.88 -1.54 0.53
C 0.3312 -0.5842 4.0728 -0.97 2.25 1.11
C 0.5521 -1.1252 2.8236 -1.14 0.88 -4.04
N -0.0298 -0.2922 1.9126 1.24 -1.49 1.28
C -0.5010 0.7909 2.5039 0.15 -0.69 2.40
H -0.6388 1.2945 4.5123 -0.15 0.36 0.87
H 0.6106 -1.0499 4.9956 -0.08 0.40 0.77
H 1.0548 -1.9776 2.3823 0.09 -0.30 0.87
H -0.9652 1.6675 2.0918 -0.11 0.18 -0.40
```
Forces are in eV/Å.

Mulliken population analysis, charges in e, atoms 1 to 5: number 1, O, carries -0.099; number 2, C, carries 0.118; number 3, Rh, carries 0.046; number 4, C, carries 0.128; number 5, O, carries -0.165

3.
Density functional theory data (the ωB97M-V functional and the def2-TZVPD basis) for a molecular structure, C8H6AsCl3MoO2S4.

## Properties
LUMO energy (alpha / beta), eV: -2.61 / -1.97
ΔE to the lowest compared entry with this formula, charge and spin, kJ/mol: 0.0

XYZ file:
```
25
Properties=species:S:1:pos:R:3:forces:R:3
Mo 1.4454 -0.7744 -1.4635 -0.11 0.25 -0.60
S 0.1805 -1.6967 -5.9096 0.02 0.02 0.07
As 1.6211 -1.0306 -4.6441 -0.23 -0.10 -0.10
S 3.0834 0.0600 -0.4994 -0.01 -0.01 0.17
S 2.1944 -2.3834 -2.8778 -0.05 0.16 0.28
S 1.0471 0.6483 -3.1749 0.20 -0.09 0.29
Cl 4.1863 -3.6942 -0.2607 0.08 -0.05 0.00
C 3.1825 -3.2106 1.0992 -0.02 0.07 0.00
Cl 1.4994 -2.9094 0.6206 -0.11 -0.15 0.10
H 3.5708 -2.2876 1.5144 0.03 -0.02 0.00
H 3.1608 -4.0105 1.8291 0.03 0.02 0.01
Cl -2.8515 4.8189 1.9252 0.00 -0.02 0.00
C -2.3419 3.2247 1.4697 -0.01 0.04 0.01
C -2.8610 2.1287 2.1426 0.00 -0.01 0.00
C -2.4498 0.8609 1.7758 0.03 0.01 -0.01
C -1.5281 0.6897 0.7458 -0.04 0.01 0.07
C -1.0221 1.8005 0.0807 -0.02 0.01 0.01
C -1.4268 3.0754 0.4408 0.00 -0.02 -0.01
C -1.1260 -0.7035 0.4080 0.07 -0.13 -0.05
O -1.5402 -1.6804 0.9680 -0.01 0.04 0.05
O -0.2582 -0.8116 -0.6152 0.14 -0.02 -0.26
H -3.5757 2.2741 2.9401 0.00 0.00 0.00
H -2.8358 -0.0135 2.2813 0.00 0.00 0.00
H -0.3141 1.6791 -0.7265 0.00 0.00 0.00
H -1.0403 3.9460 -0.0695 0.00 0.00 0.00
```
Forces are in eV/Å.

Mulliken population analysis, charges in e, atoms 1 to 5: number 1, Mo, carries 0.815; number 2, S, carries -0.290; number 3, As, carries 0.439; number 4, S, carries -0.272; number 5, S, carries -0.149

4.
Density functional theory data (the ωB97M-V functional and the def2-TZVPD basis) for a gas-phase ion, C8H6BrO3 (charge -1).

## Properties
Total charge: -1
SMILES: [O-][C@@]1(Br)O[C@@]1(O)c1ccccc1
LUMO energy, eV: 3.32
ΔE to the lowest compared entry with this formula, charge and spin, kJ/mol: 115.3

XYZ file:
```
18
Properties=species:S:1:pos:R:3:forces:R:3
C 0.6218 -1.6507 -0.7585 1.71 -0.46 0.58
C -0.1758 -0.6881 -1.3685 0.94 0.24 3.08
C 1.2354 -1.2853 0.4680 -0.83 0.01 0.93
C -0.5136 0.5007 -0.7310 0.96 -0.60 0.42
C 0.8202 -0.1265 1.1231 -0.21 0.98 -0.34
C -0.0241 0.7979 0.5054 -0.67 1.70 1.89
C -0.5443 2.1793 1.1737 -0.37 -1.58 1.53
C -0.7112 2.5283 2.7296 -0.14 -2.90 -2.79
O 0.4330 2.9064 1.9983 0.30 0.24 -0.40
O -1.3383 2.8851 0.2669 1.71 -0.06 -0.10
O -0.8488 1.8080 3.6990 0.57 0.81 0.49
Br -1.9697 4.3731 2.7976 -0.15 0.39 0.22
H 0.9098 -2.6670 -1.1843 -0.66 1.63 0.22
H -0.6030 -0.8349 -2.2534 -1.58 -0.96 -3.71
H 1.9178 -1.8934 1.0864 -0.39 -0.17 -0.90
H -1.1104 1.2849 -1.0692 -1.15 0.61 -1.53
H 1.0952 0.1744 2.1135 0.66 -0.37 0.50
H -1.2608 3.7734 0.6384 -0.69 0.48 -0.11
```
Forces are in eV/Å.

Mulliken population analysis, charges in e, atoms 1 to 5: number 1, C, carries -0.419; number 2, C, carries -0.580; number 3, C, carries -0.479; number 4, C, carries -0.409; number 5, C, carries -0.283

5.
Density functional theory data (the ωB97M-V functional and the def2-TZVPD basis) for 2 unconnected molecules or ions with the total composition C8H6BrO3.

## Properties
Total charge: -1
LUMO energy, eV: 3.33
ΔE to the lowest compared entry with this formula, charge and spin, kJ/mol: 145.4

XYZ file:
```
18
Properties=species:S:1:pos:R:3:forces:R:3
C -1.0219 0.0501 -1.4674 -1.13 0.71 -0.73
C -0.6089 -1.2162 -1.1759 1.33 -0.75 0.40
C -0.7512 1.0413 -0.5272 -0.45 -1.03 1.49
C 0.2464 -1.5027 -0.1024 0.57 0.04 1.07
C -0.2047 0.6241 0.6744 0.88 1.42 -0.08
C 0.4494 -0.5812 0.9924 -1.52 -0.99 -2.40
C 2.5362 -0.5801 -1.3206 0.99 0.20 -1.04
C 0.9829 -0.7520 2.2704 1.42 -0.24 0.99
O 2.8636 -1.4752 -1.9740 -0.26 -1.31 -0.19
O 2.4212 0.4465 -0.8262 -0.36 1.28 1.04
O 1.6347 0.3032 2.8736 0.41 2.24 -1.66
Br 2.4256 -2.2906 2.5423 -0.48 -0.04 -0.70
H -1.5978 0.1519 -2.3869 0.03 0.51 0.26
H -0.9114 -1.9913 -1.8601 0.39 -0.36 -0.23
H -1.1292 2.0505 -0.4411 -0.04 0.14 -0.95
H 0.9206 -2.3446 -0.1084 -0.56 -0.82 0.05
H -0.0477 1.4051 1.3627 -0.10 0.96 1.09
H 2.0881 0.9513 2.1788 -1.13 -1.95 1.61
```
Forces are in eV/Å.

Mulliken population analysis, charges in e, atoms 1 to 5: number 1, C, carries -0.278; number 2, C, carries -0.611; number 3, C, carries -0.602; number 4, C, carries -0.578; number 5, C, carries -0.588

6.
Density functional theory data (the ωB97M-V functional and the def2-TZVPD basis) for a single C8H6Cl2 molecule.

## Properties
LUMO energy, eV: -0.57
ΔE to the lowest compared entry with this formula, charge and spin, kJ/mol: 244.2

XYZ file:
```
16
Properties=species:S:1:pos:R:3:forces:R:3
C 1.4981 -0.4273 -0.1835 -0.03 -0.10 -0.03
C 0.9504 -1.4120 -0.9792 0.12 0.09 0.04
C 0.6898 0.5647 0.3541 0.01 -0.02 0.00
C -0.4123 -1.4110 -1.2302 -0.03 -0.11 -0.05
C -0.6816 0.6197 0.1420 0.29 -0.06 -0.01
C -1.2199 -0.4492 -0.6739 0.20 2.12 1.26
C -1.4597 1.7101 0.9676 0.08 -0.37 -0.13
C -1.0269 3.1033 1.5437 -0.90 -2.00 -0.49
Cl -2.9272 -0.4967 -0.9631 -0.17 0.01 -0.03
Cl 0.1983 3.8396 0.7008 0.65 0.28 -0.55
H 2.5528 -0.4368 0.0400 0.14 0.04 0.00
H 1.5745 -2.1846 -1.4018 0.03 -0.06 -0.05
H 1.1495 1.3154 0.9804 0.01 0.01 0.03
H -0.8554 -2.1666 -1.8578 -0.09 -0.11 -0.04
H -2.3587 2.0085 0.4069 -0.11 0.09 0.13
H -1.8456 1.1762 1.8448 -0.18 0.19 -0.07
```
Forces are in eV/Å.

Mulliken population analysis, charges in e, atoms 1 to 5: number 1, C, carries -0.863; number 2, C, carries -0.286; number 3, C, carries -0.145; number 4, C, carries -0.584; number 5, C, carries 0.381

7.
Density functional theory data (the ωB97M-V functional and the def2-TZVPD basis) for a molecular structure, C8H6Cl2GaN2O3Rh.

## Properties
Total charge: +4
LUMO energy (alpha / beta), eV: -15.89 / -19.20
Multiplicity: 5
ΔE to the lowest compared entry with this formula, charge and spin, kJ/mol: 0.0

XYZ file:
```
23
Properties=species:S:1:pos:R:3:forces:R:3
Rh -0.9202 -0.6087 -4.0366 1.36 1.57 3.70
Ga 0.3814 -1.4601 -0.6334 -2.26 2.00 -2.75
Cl -1.8856 0.5695 -2.2435 0.00 0.64 -0.01
Cl 1.6355 -0.6558 -2.5501 -1.77 -0.31 0.44
C 1.3585 -3.0289 -0.3176 7.14 -5.58 2.15
C -2.6830 -0.8161 -4.5840 -7.42 0.05 -2.84
C -0.2707 -1.7894 -5.2753 2.80 -4.81 -7.27
O 2.2252 -3.7692 -0.1216 -4.66 3.06 -1.14
O -3.8059 -0.7883 -4.8874 5.81 -0.36 1.61
O 0.1060 -2.4445 -6.1570 -1.78 3.05 4.61
N 0.3277 2.2965 4.0499 -0.06 -0.94 -1.30
C 0.3118 1.5199 2.9349 -0.31 0.79 1.14
C -0.9155 0.9904 2.4646 -0.54 -0.01 0.18
C -0.9089 0.2045 1.3366 0.71 0.14 -0.46
N 0.2677 -0.0333 0.6690 0.88 0.36 1.37
C 1.4753 0.4778 1.0980 -1.51 -0.04 0.29
C 1.5056 1.2547 2.2397 1.21 0.17 -0.22
H -0.5086 2.5147 4.5717 -0.63 0.06 0.26
H 1.1688 2.7053 4.4280 0.71 0.21 0.14
H -1.8483 1.1856 2.9956 0.14 -0.06 -0.15
H -1.8235 -0.2139 0.9120 0.30 -0.02 0.24
H 2.3517 0.2271 0.5097 0.06 0.18 0.14
H 2.4552 1.6623 2.5966 -0.18 -0.13 -0.12
```
Forces are in eV/Å.

Mulliken population analysis, charges in e, atoms 1 to 5: number 1, Rh, carries 0.631; number 2, Ga, carries -0.035; number 3, Cl, carries 0.193; number 4, Cl, carries -0.257; number 5, C, carries 0.801

8.
Density functional theory data (the ωB97M-V functional and the def2-TZVPD basis) for a molecular structure, C8H6Cl2N2O3ScTb.

## Properties
Total charge: +4
LUMO energy (alpha / beta), eV: -17.01 / -17.69
Multiplicity: 7
ΔE to the lowest compared entry with this formula, charge and spin, kJ/mol: 860.3

XYZ file:
```
23
Properties=species:S:1:pos:R:3:forces:R:3
Sc 0.3409 0.4443 -3.6054 -5.11 1.38 6.74
Tb 0.8997 0.8159 -0.6695 -3.85 -5.33 -1.15
Cl -0.3315 -0.8978 -1.7353 -1.29 -3.31 -0.75
Cl -0.2289 2.3455 -2.2451 -0.05 1.47 0.57
C 1.9146 2.3621 0.0678 7.59 10.92 5.34
C 0.8309 -1.0596 -4.5853 4.11 -12.37 -8.32
C 0.9119 1.5324 -5.0036 4.81 8.95 -11.81
O 2.5046 3.2350 0.4900 -1.71 -2.33 -1.16
O 1.1423 -2.0232 -5.1983 -1.86 5.59 3.58
O 1.2752 2.2328 -5.8860 -2.19 -4.11 5.21
N 1.1164 -1.8223 1.2488 -1.70 1.36 0.70
C 0.0456 -1.1043 1.7349 1.21 -0.33 -0.87
C -0.7027 -1.5472 2.8436 -0.12 -0.88 0.81
C -1.7615 -0.7919 3.3147 -0.31 -0.03 0.34
C -2.0938 0.4082 2.6919 -0.91 -0.31 1.17
C -1.3535 0.8298 1.6022 1.69 -0.82 -0.95
N -0.3061 0.0841 1.1407 -0.23 0.89 0.12
H 1.6740 -1.4976 0.4468 -0.32 -0.85 0.81
H 1.4005 -2.7146 1.6824 -0.07 0.37 -0.19
H -0.4309 -2.4846 3.3272 -0.08 0.07 0.01
H -2.3353 -1.1334 4.1785 0.14 0.03 -0.17
H -2.9231 1.0123 3.0605 0.12 -0.07 -0.08
H -1.5891 1.7742 1.0987 0.12 -0.29 0.05
```
Forces are in eV/Å.

Mulliken population analysis, charges in e, atoms 1 to 5: number 1, Sc, carries 0.826; number 2, Tb, carries 1.540; number 3, Cl, carries -0.172; number 4, Cl, carries -0.175; number 5, C, carries -0.112

9.
Density functional theory data (the ωB97M-V functional and the def2-TZVPD basis) for a single C8H6Cl3NO3 molecule.

## Properties
SMILES: O=[N+]([O-])[C@](O)(c1ccccc1)C(Cl)(Cl)Cl
LUMO energy, eV: -0.13
ΔE to the lowest compared entry with this formula, charge and spin, kJ/mol: 55.1

XYZ file:
```
21
Properties=species:S:1:pos:R:3:forces:R:3
C -1.0023 1.7524 -2.1750 0.63 -0.41 2.49
C -1.3981 1.9136 -0.7743 -2.41 2.16 -3.51
C -0.0644 0.8140 -2.5069 -0.31 0.49 2.51
C -0.9811 1.1129 0.2396 0.14 -0.20 -0.13
C 0.4633 0.1142 -1.4475 2.08 -1.92 0.38
C 0.0477 0.2147 -0.1377 0.21 0.03 0.91
C 0.6845 -0.6984 0.9030 1.91 -0.74 0.54
C 0.0889 -2.1252 0.8235 -1.51 0.23 -0.67
N 0.4024 -0.1251 2.3079 0.48 -0.95 -0.83
O -0.6617 -0.1944 2.8516 -0.52 0.01 -0.08
O 1.4080 0.3262 2.7583 0.89 1.44 2.02
O 2.1519 -0.8916 0.8481 -1.81 0.47 -0.20
Cl 0.5487 -3.2054 2.0986 -0.11 0.16 0.83
Cl -1.7408 -1.9681 0.6374 0.76 -0.46 0.56
Cl 0.6279 -2.8437 -0.6529 0.38 -0.72 -0.99
H -1.2539 2.4132 -2.9414 -1.11 1.21 -0.74
H -2.2203 2.7259 -0.6935 1.50 -1.53 0.51
H 0.4787 0.7055 -3.3802 0.21 0.02 -2.12
H -1.5020 1.1838 1.2188 0.94 -0.15 -0.77
H 1.3165 -0.5828 -1.6811 -1.00 0.92 0.49
H 2.6062 -0.6419 1.7037 -1.35 -0.07 -1.21
```
Forces are in eV/Å.

Mulliken population analysis, charges in e, atoms 1 to 5: number 1, C, carries -0.479; number 2, C, carries -0.579; number 3, C, carries -0.799; number 4, C, carries -0.209; number 5, C, carries -0.208

Largest force on an atom (computed, eV Å⁻¹): 10.14 9.25 0.66 4.15 3.01 2.48 9.32 15.58 4.78